# 1
Here is C51H50Br3N5O7Ta as an isolated structure at a distorted geometry from OMol25. Energies are from the ωB97M-V functional and the def2-TZVPD basis.

Geometry as ORCA input:
```
! wB97M-V def2-TZVPD RIJCOSX def2/J DEFGRID3
* xyz 1 1
Ta 0.130 -0.453 0.904
N 1.928 0.056 2.625
C 1.464 -0.204 3.989
C 1.060 -1.675 4.077
N 0.061 -1.990 3.047
C -1.290 -2.247 3.557
C -2.090 -0.951 3.725
N -2.249 -0.316 2.418
H 2.245 1.021 2.557
H 2.743 -0.556 2.417
H 2.245 0.014 4.728
H 0.602 0.438 4.189
H 1.951 -2.288 3.914
H 0.673 -1.884 5.079
H 0.356 -2.822 2.525
H -1.813 -2.869 2.827
H -1.263 -2.785 4.514
H -3.055 -1.185 4.195
H -1.553 -0.267 4.383
H -3.035 -0.730 1.923
H -2.458 0.676 2.523
C -3.020 4.874 -1.985
C -2.796 3.405 -1.640
C -4.021 2.563 -2.009
O -2.499 3.301 -0.259
C -1.567 2.271 -0.083
C -0.760 2.326 -1.410
O -1.643 2.919 -2.324
C -0.141 0.965 -1.898
O 0.269 0.294 -0.754
C 1.066 1.323 -2.775
C 0.886 1.756 -4.082
C 1.982 2.043 -4.874
C 3.264 1.919 -4.370
C 3.447 1.526 -3.056
C 2.352 1.227 -2.262
C -0.991 -0.001 -2.726
C -1.972 0.369 -3.638
C -2.598 -0.585 -4.422
C -2.243 -1.919 -4.331
C -1.253 -2.295 -3.441
C -0.639 -1.347 -2.645
C -0.736 2.467 1.228
O -0.180 1.222 1.546
C 0.359 3.510 1.019
C 0.071 4.868 1.088
C 1.085 5.798 0.941
C 2.390 5.390 0.725
C 2.678 4.039 0.623
C 1.666 3.108 0.769
C -1.540 2.860 2.469
C -0.799 2.981 3.645
C -1.424 3.175 4.863
C -2.806 3.269 4.923
C -3.544 3.197 3.757
C -2.920 2.977 2.536
H -3.922 5.225 -1.492
H -3.125 4.975 -3.061
H -2.171 5.462 -1.649
H -4.867 2.891 -1.414
H -3.836 1.510 -1.818
H -4.246 2.700 -3.061
H -2.075 1.289 0.006
H 0.090 3.014 -1.273
H -0.110 1.869 -4.476
H 1.832 2.358 -5.894
H 4.115 2.131 -4.998
H 4.443 1.448 -2.646
H 2.492 0.907 -1.237
H -2.255 1.402 -3.739
H -3.361 -0.281 -5.123
H -2.722 -2.657 -4.955
H -0.945 -3.327 -3.369
H 0.128 -1.656 -1.946
H -0.945 5.193 1.254
H 0.860 6.851 1.001
H 3.179 6.118 0.629
H 3.686 3.705 0.426
H 1.873 2.049 0.675
H 0.279 2.927 3.591
H -0.834 3.254 5.765
H -3.296 3.407 5.876
H -4.618 3.303 3.789
H -3.509 2.937 1.636
C 2.491 -4.932 2.088
C 1.291 -5.114 1.217
C 1.006 -6.369 0.635
C -0.105 -6.522 -0.147
C -0.957 -5.419 -0.376
C -2.128 -5.439 -1.171
Br -2.630 -7.040 -2.065
C -2.919 -4.324 -1.320
C -2.526 -3.137 -0.705
Br -3.529 -1.537 -0.826
C -1.359 -3.024 0.028
O -0.951 -1.866 0.497
C -0.582 -4.199 0.247
N 0.502 -4.079 1.039
H 3.324 -5.529 1.721
H 2.261 -5.268 3.100
H 2.789 -3.887 2.117
H 1.669 -7.200 0.820
H -0.336 -7.480 -0.591
H -3.816 -4.362 -1.919
Br 3.183 -1.737 -5.049
C 3.928 -2.044 -3.334
C 5.248 -2.467 -3.203
N 5.798 -2.704 -2.028
C 5.091 -2.507 -0.933
C 3.771 -2.056 -0.957
C 3.173 -1.832 -2.195
C 3.044 -1.734 0.305
O 3.659 -1.607 1.364
O 1.770 -1.584 0.203
H 5.878 -2.612 -4.068
H 5.589 -2.703 0.005
H 2.157 -1.472 -2.255
*
```

For the highest occupied orbital energy, the calculation gives -10.776 eV. As for the calculated total energy: -287161.87403 eV. Its HOMO-LUMO gap is 8.06 eV. Its energy relative to the best compared isomer or geometry (same formula, charge and spin) is 1.348 eV.

# 2
Here is C5H6O in the gas phase from OMol25. Energies are from the ωB97M-V functional and the def2-TZVPD basis.

Geometry as ORCA input:
```
! wB97M-V def2-TZVPD RIJCOSX def2/J DEFGRID3
* xyz 0 1
C -0.364 1.030 -0.878
C -0.123 -0.094 0.098
C 0.558 0.144 1.376
O -0.852 -0.019 1.310
C 1.054 -2.138 -0.423
C -0.061 -1.471 -0.523
H -1.309 0.873 -1.408
H 0.443 1.075 -1.616
H -0.421 1.986 -0.348
H 0.904 1.149 1.612
H 1.097 -0.670 1.857
H -0.926 -1.866 -1.056
*
```

For the highest occupied orbital energy, the calculation gives -10.611 eV. As for the calculated total energy: -7324.69747 eV. Its HOMO-LUMO gap is 10.14 eV. Its energy relative to the best compared isomer or geometry (same formula, charge and spin) is 4.587 eV.

# 3
Here is C15H33N6O2SiTc as an isolated structure from OMol25. Energies are from the ωB97M-V functional and the def2-TZVPD basis.

Geometry as ORCA input:
```
! wB97M-V def2-TZVPD RIJCOSX def2/J DEFGRID3
* xyz 3 2
Tc -0.066 0.097 0.727
N -1.156 -1.548 -0.216
C -2.557 -1.110 -0.457
C -3.118 -0.628 0.861
N -2.142 0.257 1.608
C -2.605 1.683 1.568
C -2.416 2.173 0.168
N -1.005 1.855 -0.157
C -2.121 -0.151 3.049
C -1.365 -1.443 3.163
N -0.065 -1.202 2.485
H -1.173 -2.408 0.331
H -0.724 -1.812 -1.099
H -2.529 -0.323 -1.207
H -3.168 -1.927 -0.844
H -4.052 -0.088 0.707
H -3.358 -1.485 1.487
H -3.642 1.731 1.905
H -1.980 2.254 2.252
H -3.075 1.674 -0.541
H -2.582 3.248 0.086
H -0.863 1.916 -1.161
H -0.383 2.556 0.258
H -1.612 0.631 3.612
H -3.144 -0.235 3.422
H -1.207 -1.721 4.205
H -1.873 -2.274 2.675
H 0.536 -0.678 3.120
H 0.405 -2.088 2.307
C 2.978 -1.092 2.780
C 2.969 -1.110 1.286
C 4.169 -1.456 0.597
C 4.268 -1.331 -0.777
C 3.198 -0.829 -1.490
C 2.009 -0.524 -0.780
N 1.909 -0.768 0.580
N 0.888 0.050 -1.182
Si 0.627 0.749 -2.919
C -1.203 0.651 -3.272
C 1.305 2.467 -2.787
C 1.461 -0.314 -4.190
H 4.005 -1.017 3.133
H 2.578 -2.015 3.207
H 2.442 -0.221 3.158
H 5.013 -1.796 1.181
H 5.190 -1.587 -1.282
H 3.269 -0.660 -2.550
H -1.910 1.232 -2.679
H -1.550 -0.383 -3.330
H -1.301 1.048 -4.289
H 0.833 3.086 -2.023
H 1.156 2.963 -3.751
H 2.379 2.454 -2.593
H 1.354 -1.385 -4.006
H 2.504 -0.075 -4.389
H 0.929 -0.105 -5.124
O 0.381 1.417 2.124
O 1.188 1.598 1.052
*
```

For the highest occupied orbital energy (spin up / spin down), the calculation gives -18.600 / -18.805 eV. As for the calculated total energy: -39175.33364 eV. Its HOMO-LUMO gap (spin up / spin down) is 8.09 / 6.52 eV.

# 4
Here is C15H23Cl2PSc as an isolated structure at a distorted geometry from OMol25. Energies are from the ωB97M-V functional and the def2-TZVPD basis.

Geometry as ORCA input:
```
! wB97M-V def2-TZVPD RIJCOSX def2/J DEFGRID3
* xyz -1 1
Sc 0.792 -0.804 1.416
Cl 0.826 -3.081 1.238
Cl 2.351 -0.132 2.949
C -1.552 -0.247 1.150
H -1.418 0.839 1.298
H -1.782 -0.749 2.101
C -1.838 -1.257 -0.979
C -2.616 -0.529 0.089
H -1.108 -0.681 -1.547
C -3.743 -1.360 0.715
H -3.045 0.407 -0.313
C -3.263 -2.784 0.975
H -4.047 -0.900 1.661
H -4.620 -1.391 0.053
C -2.896 -3.474 -0.330
H -2.398 -2.776 1.651
H -4.057 -3.346 1.482
C -1.857 -2.680 -1.184
H -2.505 -4.477 -0.125
H -3.803 -3.581 -0.939
H -0.851 -3.085 -0.955
H -2.046 -2.908 -2.253
C 0.830 0.986 -2.350
P 1.401 0.454 -0.716
C 2.861 -0.588 -1.039
C 2.084 2.025 -0.028
C 3.443 2.354 -0.102
C 3.900 3.523 0.513
C 3.008 4.365 1.183
C 1.647 4.043 1.241
C 1.177 2.883 0.628
H 0.232 0.196 -2.821
H 1.693 1.218 -2.988
H 0.207 1.884 -2.254
H 3.532 -0.062 -1.729
H 3.398 -0.827 -0.108
H 2.531 -1.529 -1.503
H 4.142 1.697 -0.624
H 4.958 3.774 0.460
H 3.371 5.271 1.663
H 0.948 4.699 1.755
H 0.113 2.628 0.665
*
```

For the highest occupied orbital energy (spin up / spin down), the calculation gives -0.577 / -0.573 eV. As for the calculated total energy: -70963.23251 eV. Its HOMO-LUMO gap (spin up / spin down) is 3.40 / 3.39 eV. Its energy relative to the best compared isomer or geometry (same formula, charge and spin) is 1.380 eV.

# 5
Here is C33H27CdClN3O7S2Sb as an isolated structure from OMol25. Energies are from the ωB97M-V functional and the def2-TZVPD basis.

Geometry as ORCA input:
```
! wB97M-V def2-TZVPD RIJCOSX def2/J DEFGRID3
* xyz -2 1
Cd 2.310 -1.710 1.080
O 1.415 0.285 2.015
C 0.839 0.126 3.177
C 1.102 1.052 4.214
C 0.488 0.973 5.445
C -0.443 -0.034 5.719
C -0.721 -0.950 4.724
C -0.095 -0.913 3.476
C -0.582 -1.826 2.436
N 0.120 -2.116 1.419
N -0.482 -2.735 0.333
C 0.021 -2.211 -0.754
O 0.852 -1.219 -0.823
C -0.452 -2.799 -2.049
C -0.063 -2.209 -3.244
C -0.503 -2.721 -4.459
C -1.329 -3.835 -4.484
C -1.707 -4.440 -3.288
C -1.271 -3.925 -2.078
H 1.829 1.826 3.998
H 0.738 1.699 6.210
H -0.930 -0.097 6.684
H -1.456 -1.730 4.900
H -1.616 -2.176 2.483
H 0.601 -1.356 -3.202
H -0.194 -2.248 -5.383
H -1.669 -4.241 -5.430
H -2.333 -5.324 -3.301
H -1.544 -4.388 -1.139
O 4.122 -1.090 -0.204
H 3.973 -1.654 -0.988
H 3.860 -0.180 -0.463
S 2.881 1.735 -0.467
Sb 0.621 1.444 -0.274
C -0.082 1.354 -2.303
C 0.889 1.295 -3.301
C 0.530 1.268 -4.643
C -0.810 1.305 -5.008
C -1.785 1.382 -4.023
C -1.423 1.413 -2.680
C 0.167 3.531 0.111
C 0.799 4.132 1.201
C 0.543 5.454 1.542
C -0.343 6.207 0.779
C -0.964 5.626 -0.319
C -0.714 4.296 -0.647
C -1.194 0.864 0.678
C -2.097 0.020 0.043
C -3.341 -0.229 0.612
C -3.686 0.361 1.820
C -2.791 1.216 2.451
C -1.554 1.477 1.876
H 1.934 1.257 -3.014
H 1.299 1.205 -5.403
H -1.093 1.270 -6.054
H -2.833 1.409 -4.297
H -2.202 1.474 -1.930
H 1.516 3.561 1.784
H 1.041 5.896 2.397
H -0.544 7.239 1.038
H -1.648 6.208 -0.926
H -1.213 3.866 -1.511
H -1.847 -0.444 -0.898
H -4.029 -0.900 0.113
H -4.650 0.155 2.271
H -3.042 1.668 3.402
H -0.870 2.146 2.380
S 4.507 -2.185 5.507
C 3.776 -2.216 4.026
N 3.261 -2.260 2.982
O 3.355 -3.044 -2.046
Cl 3.231 -4.283 -1.278
O 2.385 -5.208 -1.983
O 4.535 -4.848 -1.044
O 2.604 -3.952 0.014
*
```

For the highest occupied orbital energy, the calculation gives -2.807 eV. As for the calculated total energy: -98753.09090 eV. Its HOMO-LUMO gap is 6.89 eV. Its energy relative to the best compared isomer or geometry (same formula, charge and spin) is 0.860 eV.

# 6
Here is CH2N4O in the gas phase at a distorted geometry from OMol25. Energies are from the ωB97M-V functional and the def2-TZVPD basis.

Geometry as ORCA input:
```
! wB97M-V def2-TZVPD RIJCOSX def2/J DEFGRID3
* xyz 0 1
H 1.197 1.813 -1.241
N 1.291 1.544 -0.272
C 0.714 0.396 -0.079
N 0.777 -0.549 1.085
N -0.281 -1.333 1.087
N -1.100 -0.896 0.004
O -0.486 -0.081 -0.871
H -2.112 -0.894 0.288
*
```

For the highest occupied orbital energy, the calculation gives -9.421 eV. Its SMILES is [H]/N=c1/nn[nH]o1. As for the calculated total energy: -9072.51115 eV. Its HOMO-LUMO gap is 8.81 eV. Its energy relative to the best compared isomer or geometry (same formula, charge and spin) is 3.787 eV.